The following is a quantum chemistry calculation of a molecular structure, C28H43F9OP2Pm at a distorted geometry, from OMol25.

XYZ file:
```
84
Properties=species:S:1:pos:R:3:forces:R:3
Pm -1.1101 -1.2824 0.5231 -2.2 -0.9 1.5
C -1.9172 -1.5505 3.0596 -0.6 0.7 -0.7
C -2.5898 -0.3597 2.6276 0.3 -1.0 -0.4
C -3.5296 -2.1528 1.5210 0.6 0.1 0.6
C -2.5007 -2.6557 2.3787 -0.4 0.7 -0.5
C -3.5794 -0.7428 1.6661 0.9 -0.3 0.3
C -0.8229 -1.6285 4.0607 0.4 -0.1 0.5
H -0.3703 -0.6466 4.2496 -0.1 -0.2 0.0
H -0.0278 -2.3199 3.7375 -0.1 0.2 0.2
H -1.2004 -2.0063 5.0241 0.2 0.1 -0.2
C -2.1989 -4.0952 2.5977 -0.1 -0.6 -0.1
H -1.2789 -4.2244 3.1706 0.0 -0.1 0.0
H -2.0965 -4.6417 1.6485 0.0 0.1 0.3
H -3.0108 -4.5836 3.1639 0.3 0.1 -0.2
C -4.4547 -2.9902 0.7133 -0.2 -0.3 -0.3
H -5.1717 -3.5366 1.3474 0.2 0.2 -0.1
H -3.9031 -3.7290 0.1215 -0.2 0.1 0.2
H -5.0353 -2.3721 0.0201 0.0 -0.2 0.1
C -4.5413 0.1662 0.9881 -0.5 0.2 -0.3
H -5.5399 0.1471 1.4571 0.3 0.0 -0.1
H -4.6783 -0.1302 -0.0604 -0.1 0.2 0.2
H -4.1957 1.2045 1.0087 -0.1 -0.1 0.0
C -2.3253 1.0279 3.0912 0.0 0.7 0.3
H -3.0182 1.3406 3.8950 0.3 -0.1 -0.3
H -2.4504 1.7571 2.2735 0.1 -0.1 0.3
H -1.3075 1.1334 3.4912 -0.2 0.0 -0.1
C 4.6618 2.3300 -0.3616 0.5 -0.1 0.4
C 4.4859 2.8919 0.8383 0.9 -0.3 -0.1
C 4.3945 4.3643 1.1199 -0.2 0.4 0.0
C 3.7357 5.2185 0.0058 0.3 0.3 0.5
C 2.4783 4.6376 -0.5724 -0.3 0.0 -0.8
C 2.3943 3.8587 -1.6645 0.0 1.1 0.3
C 3.5463 3.3041 -2.4517 0.2 -0.1 -0.2
C 4.8480 3.0756 -1.6526 0.1 0.0 -0.5
H 5.4051 4.7689 1.3083 -0.3 -0.2 0.0
H 4.4767 5.4563 -0.7678 -0.4 0.0 0.2
H 3.8312 4.5207 2.0560 0.2 -0.1 -0.3
H 5.3621 4.0308 -1.4946 -0.1 -0.4 0.0
H 4.8508 1.2503 -0.4360 -0.3 0.3 0.2
H 4.5842 2.2709 1.7395 -0.2 0.1 -0.4
H 5.5159 2.4733 -2.2880 -0.2 0.2 0.2
H 3.2440 2.3447 -2.9092 0.0 0.3 0.1
H 1.4105 3.7017 -2.1189 0.2 -0.1 0.3
H 3.7667 3.9846 -3.2938 -0.1 -0.3 0.2
H 3.4636 6.1803 0.4668 0.1 -0.2 -0.2
H 1.5620 5.0117 -0.1059 0.1 -0.2 -0.2
P 1.2508 0.2413 0.7015 0.5 0.1 -0.4
P -1.5142 0.8626 -1.3497 0.3 -0.1 -0.5
C 1.3709 1.0941 -0.9471 0.2 0.1 0.3
C 0.2509 0.8974 -1.9886 -0.4 0.0 0.0
H 2.3369 0.7894 -1.3787 -0.3 0.2 0.1
H 1.4705 2.1565 -0.6925 0.0 -0.3 -0.1
H 0.2734 1.7248 -2.7180 0.2 -0.3 0.1
H 0.4053 -0.0394 -2.5481 -0.1 0.3 0.1
C -2.4495 0.2739 -2.8048 -0.1 -0.1 -0.3
H -3.5256 0.2751 -2.5765 0.3 0.1 0.0
H -2.1641 -0.7560 -3.0728 -0.1 0.4 0.2
H -2.2678 0.9276 -3.6688 -0.1 -0.1 0.2
C -1.9928 2.6086 -1.2260 0.0 0.4 0.2
H -1.7221 3.1570 -2.1376 -0.1 -0.1 0.2
H -1.4956 3.0752 -0.3649 -0.1 -0.1 -0.2
H -3.0777 2.6897 -1.0677 0.3 -0.1 -0.1
C 2.6176 -0.9817 0.6823 0.2 0.1 0.2
H 2.5728 -1.5544 1.6211 0.2 0.1 -0.2
H 3.5906 -0.4634 0.6122 -0.4 -0.3 0.0
H 2.5031 -1.6903 -0.1517 0.0 0.3 0.2
C 1.6995 1.4651 1.9620 0.1 0.2 0.2
H 0.8852 2.1922 2.0795 0.2 -0.2 0.0
H 2.6165 1.9938 1.6781 -0.4 -0.2 0.1
H 1.8546 0.9541 2.9234 -0.1 0.1 -0.3
F -1.7105 -5.6485 -0.4187 0.1 0.5 -1.1
C -1.8421 -5.0588 -1.6413 -1.4 -1.2 0.4
F -1.5880 -5.9993 -2.5892 -0.4 0.9 1.0
F -3.1496 -4.6913 -1.7484 1.3 -0.3 0.0
C -0.9189 -3.8253 -1.7734 0.1 0.3 0.3
O -1.3026 -2.7748 -0.9633 0.3 -1.3 -1.4
C 0.5129 -4.2522 -1.3853 1.3 -0.6 0.4
F 0.8869 -5.4229 -1.9525 -0.1 1.2 0.8
F 1.4191 -3.2863 -1.7446 -0.7 -0.8 0.3
F 0.6211 -4.3732 -0.0265 -0.1 0.1 -1.1
C -0.8998 -3.4483 -3.2727 0.0 0.5 -1.5
F -0.2018 -4.3451 -4.0217 -0.8 1.2 0.7
F -2.1585 -3.3492 -3.7774 1.1 -0.1 0.4
F -0.3204 -2.2216 -3.4449 -0.4 -0.9 0.1
```
Forces are in eV/Å.

Values from the calculation:
Spin multiplicity: 5
Total charge: +1
Gap between HOMO and LUMO (spin up / spin down) (Eh): 0.2750 / 0.2822
Max |F| (hartree/bohr): 0.0547
Energy relative to the best compared isomer or geometry (same formula, charge and spin) (eV): 0.000

Atom charges from the Löwdin analysis, given in e for atoms 1 to 6: 1.502 -0.346 -0.321 -0.302 -0.324 -0.310